Entry 1:
One molecule with the formula C6H10S2 in a non-equilibrium geometry. Source: the OMol25 dataset; level of theory: ωB97M-V/def2-TZVPD.

Geometry (Å):
C  1.16  -3.95  -0.65
C  1.82  -2.61  -0.86
C  1.23  -1.58  0.06
C  0.73  -0.38  -0.27
C  -0.89  1.72  0.36
C  -1.21  2.88  1.23
H  1.32  -4.37  0.36
H  1.61  -4.68  -1.34
H  0.07  -3.86  -0.86
H  2.91  -2.73  -0.59
H  1.67  -2.20  -1.86
H  1.19  -1.86  1.11
H  0.55  -0.02  -1.28
H  -1.70  3.65  0.66
H  -1.95  2.59  2.00
H  -0.29  3.21  1.77
S  0.37  0.78  1.00
S  -1.77  1.34  -0.95

Computed properties:
structure (SMILES)	CC/C=C/SC(C)=S
E_LUMO	-0.01	eV
E	-28053.70213	eV
ΔE to the lowest compared entry with this formula, charge and spin	14.71	kcal/mol
charge	0

Here are the Löwdin charges for atoms 1 to 8, given in e: -0.13, -0.28, -0.21, -0.44, -1.21, -0.21, 0.08, 0.07



Entry 2:
C19H26As2F9O3Se2W as an isolated structure. Source: the OMol25 dataset; level of theory: ωB97M-V/def2-TZVPD.

Geometry (Å):
W  0.30  0.31  -0.54
O  -4.39  -1.35  0.81
C  -3.78  -1.27  -0.47
C  -3.74  0.19  -0.89
C  -5.20  0.65  -1.13
O  -5.28  2.01  -1.51
C  -3.00  0.39  -2.22
Se  -1.17  -0.33  -2.36
C  -3.17  1.08  0.21
Se  -1.44  0.63  1.02
H  -4.50  -2.27  1.06
H  -4.34  -1.85  -1.22
H  -2.76  -1.67  -0.44
H  -5.79  0.44  -0.23
H  -5.61  0.06  -1.95
H  -5.54  2.54  -0.75
H  -2.97  1.44  -2.46
H  -3.54  -0.13  -3.01
H  -3.84  1.11  1.06
H  -3.02  2.09  -0.17
C  3.72  0.45  1.26
As  1.85  0.12  1.61
C  1.49  1.24  3.15
C  1.83  -1.70  2.25
C  2.19  -2.04  3.55
C  2.21  -3.36  3.96
C  1.86  -4.37  3.06
C  1.50  -4.04  1.76
C  1.48  -2.71  1.36
As  0.93  -2.23  -0.43
C  -0.26  -3.64  -0.98
C  2.49  -2.46  -1.57
H  4.29  0.45  2.19
H  3.82  1.41  0.76
H  4.10  -0.33  0.60
H  2.12  0.99  4.00
H  0.44  1.14  3.41
H  1.69  2.27  2.85
H  2.46  -1.26  4.26
H  2.48  -3.62  4.97
H  1.87  -5.40  3.37
H  1.23  -4.83  1.07
H  -0.67  -3.37  -1.95
H  -1.07  -3.71  -0.25
H  0.25  -4.60  -1.04
H  3.08  -3.31  -1.25
H  3.09  -1.55  -1.53
H  2.14  -2.61  -2.59
F  3.11  4.56  -2.33
C  2.77  3.28  -2.24
F  2.74  2.77  -3.47
F  3.72  2.63  -1.56
C  1.40  3.11  -1.53
O  1.26  1.79  -1.16
C  0.21  3.48  -2.47
F  0.33  4.71  -2.96
F  0.15  2.62  -3.48
F  -0.94  3.39  -1.80
C  1.36  3.98  -0.22
F  1.24  5.27  -0.48
F  2.48  3.78  0.49
F  0.34  3.60  0.55

Computed properties:
E_LUMO (alpha / beta)	-3.94 / -3.95	eV
E	-304915.81210	eV
ΔE to the lowest compared entry with this formula, charge and spin	0.00	kcal/mol
charge	+1

Here are the Löwdin charges for atoms 1 to 8, given in e: 0.51, -0.05, -0.24, -0.57, -0.20, -0.04, -0.46, 0.64



Entry 3:
C12H10ErN2O5 as an isolated structure in a non-equilibrium geometry. Source: the OMol25 dataset; level of theory: ωB97M-V/def2-TZVPD.

Geometry (Å):
Er  -1.25  -0.48  -0.87
C  -0.87  -2.41  0.76
O  -0.50  -3.15  1.56
C  -3.10  -2.15  -0.95
O  -4.01  -2.86  -1.07
C  -0.41  -2.04  -2.14
O  0.18  -2.64  -2.95
C  -2.47  0.10  0.85
O  -3.01  0.68  1.70
C  -2.52  2.80  -4.01
H  -2.54  3.62  -3.30
H  -1.63  2.67  -4.62
C  -3.67  2.05  -4.27
H  -3.69  1.34  -5.08
H  -4.60  2.29  -3.76
N  3.20  -0.06  4.36
C  2.00  0.04  3.72
O  0.95  0.09  4.34
C  2.00  0.09  2.20
C  3.12  0.23  1.38
C  2.99  0.17  -0.01
C  1.74  -0.06  -0.58
N  0.68  -0.15  0.24
C  0.75  -0.09  1.58
H  3.18  -0.12  5.36
H  4.12  -0.15  3.89
H  4.09  0.36  1.81
H  3.84  0.25  -0.65
H  1.60  -0.17  -1.66
H  -0.17  -0.23  2.17

Computed properties:
E_LUMO (alpha / beta)	-14.19 / -14.08	eV
E	-53411.41492	eV
expectation value of S²	3.7525
charge	+3
spin multiplicity	4

Here are the Löwdin charges for atoms 1 to 8, given in e: 1.33, 0.01, 0.26, 0.01, 0.26, -0.01, 0.29, -0.01



Entry 4:
A 5-piece molecular cluster, C38H55ClN4O4P overall in a non-equilibrium geometry. Source: the OMol25 dataset; level of theory: ωB97M-V/def2-TZVPD.

Geometry (Å):
C  5.51  -0.37  0.78
O  4.42  -1.21  1.06
C  4.74  -2.41  1.72
C  3.89  -3.54  1.18
C  2.41  -3.16  1.04
C  1.77  -3.72  -0.24
C  0.42  -4.41  -0.04
N  -0.47  -3.70  0.90
C  -0.97  -2.54  0.62
N  -1.71  -1.84  1.52
C  -1.04  -1.37  2.77
C  -1.97  -1.47  4.01
C  -2.19  -0.13  4.73
C  -3.67  0.10  5.00
O  -4.19  -1.01  5.72
N  -0.73  -2.01  -0.66
C  -1.75  -2.34  -1.66
C  -0.20  -0.65  -0.64
C  -1.20  0.50  -0.56
O  -1.39  1.15  0.47
Cl  -2.07  0.93  -2.04
P  -0.78  -4.56  2.50
N  -0.65  -6.17  2.08
O  -2.38  -4.46  2.67
H  5.24  0.66  0.98
H  6.38  -0.59  1.39
H  5.77  -0.43  -0.27
H  4.64  -2.34  2.80
H  5.78  -2.67  1.55
H  4.30  -3.86  0.24
H  3.96  -4.40  1.83
H  2.37  -2.08  0.97
H  1.84  -3.44  1.92
H  1.65  -2.92  -0.95
H  2.41  -4.44  -0.74
H  0.57  -5.43  0.26
H  -0.08  -4.45  -1.00
H  -2.25  -1.12  1.07
H  -0.19  -2.00  2.95
H  -0.74  -0.34  2.67
H  -1.59  -2.21  4.70
H  -2.93  -1.85  3.68
H  -1.77  0.71  4.19
H  -1.73  -0.19  5.70
H  -4.19  0.20  4.04
H  -3.80  0.99  5.60
H  -5.00  -1.30  5.31
H  -2.64  -1.72  -1.61
H  -1.30  -2.26  -2.64
H  -2.01  -3.38  -1.55
H  0.50  -0.54  0.17
H  0.38  -0.52  -1.56
H  -1.47  -6.70  2.31
H  0.18  -6.59  2.48
H  -2.87  -4.74  1.89
C  -0.21  4.03  -2.58
C  0.51  4.36  -3.72
C  0.86  5.68  -3.96
C  0.49  6.67  -3.05
C  -0.23  6.34  -1.92
C  -0.58  5.01  -1.68
H  -0.49  3.00  -2.40
H  0.80  3.60  -4.43
H  1.41  5.94  -4.85
H  0.76  7.70  -3.24
H  -0.52  7.11  -1.21
H  -1.15  4.75  -0.80
C  -0.20  -6.89  5.86
C  0.49  -6.17  6.83
C  1.50  -6.78  7.56
C  1.82  -8.11  7.32
C  1.13  -8.83  6.36
C  0.11  -8.22  5.63
H  -1.00  -6.41  5.30
H  0.24  -5.13  7.01
H  2.03  -6.22  8.31
H  2.60  -8.59  7.89
H  1.37  -9.87  6.17
H  -0.43  -8.78  4.88
C  -5.57  8.06  -1.79
C  -4.62  7.05  -1.75
C  -3.53  7.09  -2.61
C  -3.38  8.14  -3.49
C  -4.32  9.16  -3.53
C  -5.42  9.12  -2.68
H  -6.42  8.03  -1.13
H  -4.74  6.23  -1.06
H  -2.79  6.30  -2.58
H  -2.52  8.17  -4.16
H  -4.20  9.98  -4.22
H  -6.16  9.90  -2.72
C  3.12  2.67  -7.30
C  4.18  3.31  -7.92
C  4.00  4.54  -8.53
C  2.74  5.14  -8.52
C  1.68  4.51  -7.89
C  1.87  3.27  -7.29
H  3.26  1.71  -6.82
H  5.16  2.85  -7.93
H  4.82  5.03  -9.02
H  2.60  6.10  -8.99
H  0.70  4.97  -7.88
H  1.03  2.78  -6.80

Computed properties:
E_LUMO	-3.08	eV
E	-76253.27182	eV
charge	+1

Here are the Löwdin charges for atoms 1 to 8, given in e: -0.09, -0.19, -0.24, -0.16, -0.18, -0.16, -0.17, -0.09